[1]
C27H33GeMoN6O10Se | ωB97M-V/def2-TZVPD

ΔE to the lowest compared entry with this formula, charge and spin in kJ/mol: 2.3
DFT total energy in hartree: -6675.69040
Total charge: +1
LUMO (alpha / beta) in eV: -4.8 / -4.8
Gap between HOMO and LUMO (alpha / beta) in Eh: 0.2097 / 0.2096

Each line ends with the Löwdin charge.
CARTESIAN COORDINATES (ANGSTROEM)
Mo: 1.507 -0.034 -0.273  1.91
O: 5.251 0.021 -2.807  0.10
C: 5.086 1.291 -3.208  -0.24
C: 5.936 1.721 -4.229  0.01
C: 5.879 3.015 -4.690  -0.05
C: 4.975 3.934 -4.147  -0.07
C: 4.131 3.526 -3.148  -0.02
C: 4.157 2.201 -2.668  -0.08
C: 3.202 1.837 -1.641  -0.33
O: 2.979 0.540 -1.408  -0.22
N: 2.560 2.731 -0.941  0.13
N: 1.727 2.081 -0.077  -0.11
C: 1.099 2.728 0.828  -0.01
C: 0.275 1.922 1.706  -0.24
C: -0.451 2.443 2.755  0.02
C: -1.200 1.578 3.545  -0.02
C: -1.201 0.232 3.243  -0.02
C: -0.450 -0.230 2.171  -0.09
N: 0.282 0.594 1.418  0.00
H: 4.703 -0.184 -2.037  0.07
H: 6.643 1.008 -4.631  0.13
H: 6.549 3.324 -5.482  0.12
H: 4.940 4.950 -4.513  0.11
H: 3.418 4.212 -2.712  0.11
H: 1.201 3.803 0.921  0.15
H: -0.424 3.506 2.948  0.13
H: -1.779 1.959 4.375  0.13
H: -1.781 -0.478 3.815  0.13
H: -0.442 -1.277 1.905  0.08
C: -0.526 0.688 -3.755  -0.03
C: -0.881 0.390 -2.315  -0.44
C: -1.501 1.566 -1.586  -0.05
O: 0.335 -0.002 -1.633  -0.32
H: -1.433 0.930 -4.309  0.09
H: -0.055 -0.173 -4.225  0.09
H: 0.152 1.541 -3.814  0.09
H: -1.530 -0.484 -2.244  0.11
H: -0.836 2.431 -1.623  0.09
H: -1.714 1.312 -0.546  0.04
H: -2.441 1.841 -2.065  0.10
C: -5.523 -0.130 2.911  -0.22
Ge: -5.458 0.887 1.244  0.74
C: -7.198 1.662 0.828  -0.22
C: -4.088 2.283 1.399  -0.21
C: -4.837 -0.244 -0.247  -0.59
Se: -3.210 -1.232 0.203  0.87
C: -4.075 -2.849 0.839  -0.38
H: -5.719 0.546 3.745  0.02
H: -4.572 -0.634 3.088  0.00
H: -6.315 -0.878 2.894  0.03
H: -7.513 2.339 1.621  0.02
H: -7.952 0.882 0.727  0.02
H: -7.159 2.224 -0.105  0.02
H: -4.219 2.870 2.308  0.02
H: -4.129 2.962 0.546  0.02
H: -3.101 1.817 1.425  -0.02
H: -4.591 0.405 -1.089  0.00
H: -5.571 -0.966 -0.603  0.02
H: -4.761 -2.607 1.646  0.01
H: -3.295 -3.511 1.204  0.00
H: -4.607 -3.320 0.017  0.03
O: 5.871 -5.206 1.971  0.11
N: 4.716 -5.568 1.969  -0.35
O: 4.310 -6.667 2.274  0.11
C: 3.705 -4.569 1.569  -0.10
C: 4.125 -3.298 1.235  0.12
C: 3.148 -2.394 0.880  -0.07
C: 1.796 -2.714 0.798  -0.22
O: 0.961 -1.837 0.271  -0.21
C: 1.427 -4.003 1.198  -0.04
C: 2.371 -4.940 1.559  0.11
N: 0.013 -4.387 1.225  -0.32
O: -0.266 -5.524 0.933  0.14
O: -0.786 -3.519 1.536  0.07
N: 3.493 -1.017 0.590  -0.36
O: 4.582 -0.761 0.100  0.07
O: 2.832 -0.124 1.300  -0.14
H: 5.171 -3.026 1.260  0.15
H: 2.079 -5.946 1.826  0.15

Atomic forces in eV per Å
-0.4 0.4 -0.2
0.0 0.0 0.0
0.0 0.1 0.0
0.0 0.0 0.0
0.0 0.0 0.0
0.0 0.0 0.0
0.0 0.0 0.0
0.0 0.0 0.0
0.0 0.0 0.0
0.1 0.0 0.0
0.0 0.0 0.0
0.1 0.0 0.0
0.0 0.0 0.0
0.0 0.0 0.0
0.0 0.0 0.0
0.0 0.0 0.0
0.0 0.0 0.0
0.0 0.0 0.0
0.0 0.0 0.0
0.0 0.0 0.0
0.0 0.0 0.0
0.0 0.0 0.0
0.0 0.0 0.0
0.0 0.0 0.0
0.0 0.0 0.0
0.0 0.0 0.0
0.0 0.0 0.0
0.0 0.0 0.0
0.0 0.0 0.0
0.0 0.0 0.0
0.1 0.1 0.0
0.1 0.0 0.0
-0.4 -0.2 -0.1
0.0 0.0 0.0
0.0 0.0 0.0
0.0 0.0 0.0
0.0 0.0 0.0
0.0 0.0 0.0
0.0 0.0 0.0
0.0 0.0 0.0
0.0 0.0 0.0
0.0 0.0 0.0
0.0 0.0 0.0
0.0 0.0 0.0
0.0 0.1 0.0
0.0 -0.1 -0.1
0.0 0.0 0.0
0.0 0.0 0.0
0.0 0.0 0.0
0.0 0.0 0.0
0.0 0.0 0.0
0.0 0.0 0.0
0.0 0.0 0.0
0.0 0.0 0.0
0.0 0.0 0.0
0.0 0.0 0.0
0.0 0.0 0.0
0.0 0.0 0.0
0.0 0.0 0.0
0.0 0.0 0.0
0.0 0.0 0.0
0.0 0.0 0.0
0.0 0.0 0.1
0.0 0.0 0.0
0.0 0.0 0.0
0.0 0.0 0.0
0.0 0.0 0.0
0.0 0.0 0.0
0.1 0.0 0.0
0.0 0.0 0.1
0.0 0.0 0.0
-0.1 0.1 -0.3
0.0 -0.1 0.1
0.0 0.0 0.1
0.4 -0.2 0.1
-0.1 0.0 0.0
0.1 0.0 0.1
0.0 0.0 0.0
0.0 0.0 0.0

[2]
C27H33MgO2 | ωB97M-V/def2-TZVPD

ΔE to the lowest compared entry with this formula, charge and spin in kJ/mol: 75.1
DFT total energy in hartree: -1399.02450
Total charge: -1
LUMO in eV: 1.9
Gap between HOMO and LUMO in Eh: 0.1620

Each line ends with the Löwdin charge.
CARTESIAN COORDINATES (ANGSTROEM)
O: 0.504 -2.601 -3.122  -0.09
C: 1.158 -3.924 -3.023  -0.16
C: 1.633 -3.973 -4.469  -0.08
H: 0.420 -4.704 -2.765  0.12
H: 2.032 -3.941 -2.347  0.10
C: 0.924 -2.577 -4.524  -0.57
H: 1.125 -4.777 -5.014  0.11
H: 2.726 -4.053 -4.567  0.12
C: -0.228 -2.720 -5.488  -0.03
H: -0.908 -3.486 -5.097  0.10
H: 0.154 -3.087 -6.442  0.09
H: -0.716 -1.759 -5.655  0.09
C: 1.809 -1.382 -4.803  -0.02
H: 2.564 -1.242 -4.016  0.08
H: 1.166 -0.496 -4.894  0.09
H: 2.344 -1.526 -5.753  0.09
Mg: -1.495 -0.402 -0.162  0.84
C: 1.038 3.181 1.948  -0.20
C: 1.154 2.099 2.856  -0.19
C: 1.984 1.105 2.277  -0.19
H: 0.732 2.068 3.846  0.03
C: 2.422 1.610 1.017  -0.24
C: 1.793 2.855 0.784  -0.21
H: 1.863 3.427 -0.139  0.06
H: 0.466 4.086 2.085  0.06
H: 2.246 0.135 2.692  0.05
H: 3.145 1.171 0.343  0.03
C: -3.129 2.579 0.372  -0.15
C: -1.854 2.665 -0.243  -0.13
C: -1.752 1.658 -1.247  -0.26
H: -1.067 3.383 -0.003  0.09
C: -3.055 0.997 -1.298  -0.29
C: -3.882 1.573 -0.275  -0.17
H: -4.902 1.246 -0.036  0.08
H: -3.500 3.192 1.196  0.09
H: -0.936 1.539 -1.969  0.08
H: -3.424 0.365 -2.111  0.07
O: 0.746 -0.824 -0.412  -0.25
C: 1.787 -0.228 -1.310  -0.14
C: 3.124 -0.824 -0.835  -0.17
H: 1.677 0.869 -1.234  0.11
H: 1.594 -0.562 -2.365  0.09
C: 2.652 -2.207 -0.400  -0.16
H: 3.568 -0.314 0.038  0.09
H: 3.879 -0.831 -1.617  0.11
C: 1.406 -1.859 0.415  -0.14
H: 3.435 -2.873 -0.029  0.12
H: 2.306 -2.706 -1.323  0.06
H: 1.690 -1.364 1.361  0.10
H: 0.714 -2.710 0.561  0.12
C: -1.726 -0.031 1.934  -0.05
C: -1.962 0.581 3.003  -0.17
C: -2.285 1.269 4.221  -0.25
C: -1.326 1.367 5.266  -0.05
C: -1.681 1.909 6.508  -0.10
C: -2.987 2.377 6.716  -0.13
C: -3.910 2.388 5.660  -0.11
C: -3.552 1.883 4.408  -0.05
H: -0.306 0.987 5.122  0.10
H: -0.950 1.945 7.327  0.10
H: -3.289 2.778 7.690  0.09
H: -4.931 2.772 5.799  0.09
H: -4.227 1.922 3.544  0.11

Atomic forces in eV per Å
1.0 -1.6 -0.7
-0.1 -0.4 0.7
-0.3 0.3 0.9
0.3 0.4 0.2
-0.9 0.0 0.0
0.7 -0.5 -1.0
0.3 0.4 -0.2
-0.5 0.3 -0.2
-0.2 0.3 0.0
-0.1 0.3 -0.1
0.0 0.1 0.0
-0.4 -0.1 0.1
0.0 0.0 -0.3
-0.3 0.0 -0.2
0.4 0.0 0.2
-0.2 0.1 0.1
0.7 1.7 1.2
0.4 -0.7 -0.4
0.4 0.2 -0.5
0.3 0.8 -0.5
-0.1 0.0 -0.1
-0.4 0.3 0.3
0.0 -0.1 0.7
0.1 0.1 0.2
-0.1 0.0 0.1
0.1 0.2 0.2
-0.3 0.4 0.4
-0.2 -0.3 -0.7
0.1 -0.6 -0.2
-0.7 0.6 0.2
-0.2 -0.5 0.1
0.0 -0.4 0.3
0.7 -0.1 -0.3
0.5 0.2 -0.1
0.3 -0.2 -0.3
-0.4 0.2 0.2
0.2 0.2 0.2
0.5 -0.6 -0.4
-0.5 0.1 -0.2
-0.2 0.0 0.6
0.2 -0.6 0.2
-0.1 0.2 1.2
-0.3 -0.4 -1.4
-0.4 -0.3 -0.6
-0.1 -0.1 -0.3
0.2 0.4 -0.1
-0.3 0.3 0.7
0.1 0.3 0.6
-0.4 -0.4 -0.3
0.3 0.5 0.0
-0.6 1.0 2.1
0.4 -1.5 -2.6
0.3 0.5 0.5
-0.4 -0.2 0.3
-0.4 -0.1 -0.3
-0.1 0.2 -0.1
0.1 -0.1 -0.2
0.5 -0.4 0.0
-0.7 0.1 -0.1
-0.3 0.0 -0.4
0.2 -0.2 -0.3
0.6 -0.1 0.0
0.2 -0.1 0.5

[3]
C27H33N5O5OsS | ωB97M-V/def2-TZVPD

Multiplicity: 5
ΔE to the lowest compared entry with this formula, charge and spin in kJ/mol: 0.0
DFT total energy in hartree: -2187.03005
Total charge: +2
LUMO (alpha / beta) in eV: -6.3 / -8.3
Gap between HOMO and LUMO (alpha / beta) in Eh: 0.2590 / 0.1842
Expectation value of S²: 6.019

Each line ends with the Löwdin spin population.
CARTESIAN COORDINATES (ANGSTROEM)
Os: -2.192 1.390 -1.093  2.86
N: -0.661 2.583 0.186  0.21
C: -1.309 3.103 1.420  0.01
C: -1.621 1.961 2.381  0.01
C: -2.148 0.728 1.693  0.02
O: -1.894 -0.396 1.983  0.01
O: -2.970 1.008 0.610  0.26
H: 0.129 1.962 0.452  0.00
H: -0.269 3.343 -0.365  0.00
H: -2.215 3.634 1.129  0.00
H: -0.648 3.816 1.912  0.01
H: -2.369 2.288 3.107  0.00
H: -0.733 1.658 2.933  0.00
C: -0.251 -2.407 -1.515  0.00
C: -0.557 -1.002 -1.879  0.03
O: -1.230 -0.355 -1.007  0.10
C: -0.140 -0.414 -3.117  0.02
C: 0.694 -1.158 -3.982  0.01
C: 1.152 -0.627 -5.161  0.02
C: 0.784 0.673 -5.514  0.00
C: -0.031 1.430 -4.696  0.02
C: -0.499 0.899 -3.502  0.01
O: -1.301 1.688 -2.760  0.22
H: -0.755 -2.671 -0.589  0.00
H: 0.828 -2.530 -1.381  0.00
H: -0.556 -3.082 -2.316  0.00
H: 0.981 -2.162 -3.705  0.00
H: 1.790 -1.209 -5.809  0.00
H: 1.140 1.098 -6.444  0.00
H: -0.320 2.436 -4.968  0.00
C: 2.455 -3.216 5.766  0.00
C: 2.265 -1.966 4.917  0.00
C: 3.230 -1.966 3.738  0.00
N: 3.090 -0.779 2.881  0.00
C: 2.039 -0.416 2.164  0.00
S: 1.868 1.181 1.643  0.00
N: 1.083 -1.369 1.873  0.00
C: 1.228 -2.701 1.464  0.00
O: 0.278 -3.443 1.563  0.00
C: 2.493 -3.114 0.791  0.00
C: 3.289 -2.220 0.076  0.00
C: 4.412 -2.683 -0.594  0.00
C: 4.746 -4.029 -0.544  0.00
C: 3.948 -4.922 0.161  0.00
C: 2.816 -4.469 0.817  0.00
H: 1.775 -3.216 6.616  0.00
H: 3.473 -3.280 6.155  0.00
H: 2.260 -4.119 5.185  0.00
H: 2.434 -1.068 5.516  0.00
H: 1.238 -1.918 4.548  0.00
H: 3.124 -2.873 3.145  0.00
H: 4.260 -1.955 4.092  0.00
H: 3.773 -0.045 3.001  0.00
H: 0.117 -1.063 1.925  0.00
H: 3.036 -1.167 0.026  0.00
H: 5.030 -1.990 -1.150  0.00
H: 5.630 -4.385 -1.056  0.00
H: 4.207 -5.972 0.194  0.00
H: 2.174 -5.152 1.357  0.00
N: -6.367 5.791 -2.270  0.04
C: -5.456 4.862 -2.006  0.02
C: -5.593 3.981 -0.906  0.01
C: -4.645 3.040 -0.668  0.02
N: -3.532 2.891 -1.450  0.06
C: -3.399 3.734 -2.516  0.01
C: -4.302 4.703 -2.812  0.01
H: -7.191 5.893 -1.702  0.00
H: -6.271 6.410 -3.058  0.00
H: -6.452 4.043 -0.251  0.00
H: -4.737 2.355 0.161  0.00
H: -2.521 3.588 -3.127  0.00
H: -4.135 5.340 -3.669  0.00

Atomic forces in eV per Å
0.0 -0.1 0.1
0.0 0.0 0.0
0.0 0.0 0.0
0.0 0.0 0.0
0.0 0.0 -0.1
0.0 0.0 0.0
0.0 0.0 0.0
0.0 0.0 0.0
0.0 0.0 0.0
0.0 0.0 0.0
0.0 0.0 0.0
0.0 0.0 0.0
0.0 0.0 0.0
0.1 0.0 0.0
-0.1 0.0 0.0
0.0 0.0 0.0
0.0 0.0 0.0
0.0 0.0 0.0
0.0 0.0 0.0
0.0 0.0 0.0
0.0 0.0 0.0
0.0 0.0 0.0
0.0 0.0 -0.1
0.0 0.0 0.0
0.0 0.0 0.0
0.0 0.0 0.0
0.0 0.0 0.0
0.0 0.0 0.0
0.0 0.0 0.0
0.0 0.0 0.0
0.0 0.0 0.0
0.0 0.0 0.0
0.0 0.0 0.0
0.0 0.0 0.0
0.0 0.0 0.0
0.0 0.0 0.0
0.0 0.0 0.0
0.0 0.0 0.0
0.0 0.0 0.0
0.0 0.0 0.0
0.0 0.0 0.0
0.0 0.0 0.0
0.0 0.0 0.0
0.0 0.0 0.0
0.0 0.0 0.0
0.0 0.0 0.0
0.0 0.0 0.0
0.0 0.0 0.0
0.0 0.0 0.0
0.0 0.0 0.0
0.0 0.0 0.0
0.0 0.0 0.0
0.0 0.0 0.0
0.0 0.0 0.0
0.0 0.0 0.0
0.0 0.0 0.0
0.0 0.0 0.0
0.0 0.0 0.0
0.0 0.0 0.0
0.0 0.0 0.0
0.0 0.0 0.0
0.0 0.0 0.0
0.0 0.0 0.0
0.0 0.0 0.0
0.0 0.0 0.0
0.0 0.0 0.0
0.0 0.0 0.0
0.0 0.0 0.0
0.0 0.0 0.0
0.0 0.0 0.0
0.0 0.0 0.0
0.0 0.0 0.0